Entry 1:
This record from the OMol25 dataset describes a 2-piece molecular cluster, C3H9BOS overall. The level of theory is the ωB97M-V functional and the def2-TZVPD basis.

For the energy relative to the best compared isomer or geometry (same formula, charge and spin), the calculation gives 0.703 eV. The LUMO energy comes out at 0.63 eV. As for the HOMO energy: -0.33783 Ha. As for the SMILES: COB1CS1.C. For the orbital gap, the calculation gives 9.82 eV.

Structure (ORCA input):
```
! wB97M-V def2-TZVPD RIJCOSX def2/J DEFGRID3
* xyz 0 1
B -1.932 0.136 0.196
C 1.489 -1.278 -0.705
C -0.095 1.706 0.146
C -2.725 -0.133 1.491
O -0.987 0.787 -0.456
S -3.235 -1.007 -0.081
H 0.613 -1.594 -0.154
H 2.154 -0.722 -0.054
H 2.010 -2.153 -1.074
H 0.765 1.166 0.547
H -0.577 2.261 0.953
H 0.242 2.394 -0.628
H -2.385 -0.824 2.253
H -3.488 0.542 1.862
H 1.184 -0.661 -1.537
*
```

Entry 2:
This record from the OMol25 dataset describes C3H9BrClN2 as an isolated structure in a non-equilibrium geometry. The level of theory is the ωB97M-V functional and the def2-TZVPD basis.

For the energy relative to the best compared isomer or geometry (same formula, charge and spin), the calculation gives 0.000 eV. The LUMO energy comes out at -3.45 eV. As for the HOMO energy: -0.49008 Ha. For the orbital gap, the calculation gives 9.89 eV.

Structure (ORCA input):
```
! wB97M-V def2-TZVPD RIJCOSX def2/J DEFGRID3
* xyz 1 1
C 0.488 -1.687 0.365
C -0.418 -0.430 0.424
C -0.668 0.405 -1.365
N 0.151 0.611 1.207
N 0.288 1.406 -1.453
Cl 0.704 -2.318 2.091
Br -2.502 1.004 -1.116
H 0.010 -2.491 -0.244
H 1.530 -1.359 0.269
H -1.485 -0.667 0.548
H -0.597 -0.489 -1.922
H 0.999 0.200 1.770
H -0.419 1.016 1.885
H 0.736 1.239 0.653
H -0.065 2.365 -1.374
H 1.248 1.195 -1.738
*
```

Entry 3:
This record from the OMol25 dataset describes one molecule with the formula C3H9BrNPS in a non-equilibrium geometry. The level of theory is the ωB97M-V functional and the def2-TZVPD basis.

For the energy relative to the best compared isomer or geometry (same formula, charge and spin), the calculation gives 1.547 eV. The LUMO energy comes out at 0.63 eV. As for the HOMO energy: -0.31914 Ha. As for the SMILES: CN(CS)P(C)Br. For the orbital gap, the calculation gives 9.32 eV.

Structure (ORCA input):
```
! wB97M-V def2-TZVPD RIJCOSX def2/J DEFGRID3
* xyz 0 1
C -0.188 0.300 -1.946
C -0.751 1.005 0.300
C 1.102 -1.621 1.589
N -0.049 0.038 -0.480
P 1.301 -1.070 -0.102
S -2.514 1.513 -0.019
Br 2.924 0.512 -0.182
H -0.111 -0.624 -2.431
H -1.066 0.941 -2.189
H 0.610 0.890 -2.350
H -0.766 0.931 1.351
H -0.265 1.918 0.103
H -3.221 0.679 0.572
H 1.242 -0.955 2.399
H -0.021 -1.935 1.759
H 1.775 -2.521 1.627
*
```

Entry 4:
This record from the OMol25 dataset describes C3H9Cl2N6 as an isolated structure in a non-equilibrium geometry. The level of theory is the ωB97M-V functional and the def2-TZVPD basis.

For the energy relative to the best compared isomer or geometry (same formula, charge and spin), the calculation gives 0.497 eV. The LUMO energy comes out at -3.42 eV. As for the HOMO energy: -0.46917 Ha. For the orbital gap, the calculation gives 9.35 eV.

Structure (ORCA input):
```
! wB97M-V def2-TZVPD RIJCOSX def2/J DEFGRID3
* xyz 1 1
C -0.651 -0.726 -0.986
C -0.446 1.367 0.383
C 1.521 -0.754 0.297
N -1.068 0.431 -0.535
N 0.409 0.639 1.139
N 0.473 -1.255 -0.548
N -1.343 -1.348 -1.971
N -1.451 2.130 1.011
N 1.865 -1.596 1.290
Cl 0.480 2.777 -0.657
Cl 2.844 0.022 -0.466
H -1.862 0.831 -0.967
H 1.107 1.199 1.698
H 0.776 -2.256 -0.837
H -2.241 -1.127 -2.020
H -1.019 -1.911 -2.700
H -1.877 2.897 0.438
H -1.277 2.555 1.955
H 2.704 -1.757 1.813
H 1.057 -2.121 1.663
*
```

Entry 5:
This record from the OMol25 dataset describes an isolated ion of composition C3H9Cl2NP and charge +1 in a non-equilibrium geometry. The level of theory is the ωB97M-V functional and the def2-TZVPD basis.

For the energy relative to the best compared isomer or geometry (same formula, charge and spin), the calculation gives 0.966 eV. The LUMO energy comes out at -4.15 eV. As for the HOMO energy: -0.50333 Ha. As for the SMILES: C[N+](C)=P(C)(Cl)Cl. For the orbital gap, the calculation gives 9.55 eV.

Structure (ORCA input):
```
! wB97M-V def2-TZVPD RIJCOSX def2/J DEFGRID3
* xyz 1 1
C -1.088 0.906 1.124
C -0.909 -1.404 0.268
C 1.005 0.346 -1.652
N -0.249 -0.275 0.946
P 1.346 0.175 0.138
Cl 1.702 1.874 0.941
Cl 2.684 -1.199 0.555
H -1.475 1.405 0.101
H -2.084 0.663 1.613
H -0.591 1.621 1.834
H -1.987 -1.134 -0.029
H -0.209 -1.661 -0.553
H -0.890 -2.330 0.916
H 0.590 -0.590 -2.060
H 1.993 0.534 -2.127
H 0.162 1.070 -2.016
*
```

Entry 6:
This record from the OMol25 dataset describes a 2-piece molecular cluster, C3H9ClO overall in a non-equilibrium geometry. The level of theory is the ωB97M-V functional and the def2-TZVPD basis.

For the energy relative to the best compared isomer or geometry (same formula, charge and spin), the calculation gives 0.126 eV. The LUMO energy comes out at 0.55 eV. As for the HOMO energy: -0.39217 Ha. As for the SMILES: CCCCl.O. For the orbital gap, the calculation gives 11.22 eV.

Structure (ORCA input):
```
! wB97M-V def2-TZVPD RIJCOSX def2/J DEFGRID3
* xyz 0 1
Cl 1.517 2.146 1.287
C -1.331 0.512 -1.165
C 0.550 0.820 0.425
C -0.586 1.522 -0.290
H -0.604 0.090 -1.879
H -2.112 1.046 -1.732
H -1.803 -0.318 -0.612
H 0.082 0.092 1.115
H 1.204 0.255 -0.267
H -1.370 1.872 0.410
H -0.170 2.411 -0.801
O 1.937 -3.474 1.106
H 1.455 -3.939 1.827
H 1.231 -3.038 0.577
*
```

Entry 7:
This record from the OMol25 dataset describes C3H9ClOPS as an isolated structure in a non-equilibrium geometry. The level of theory is the ωB97M-V functional and the def2-TZVPD basis.

For the energy relative to the best compared isomer or geometry (same formula, charge and spin), the calculation gives 2.052 eV. The LUMO energy comes out at -6.42 eV. As for the HOMO energy: -0.49900 Ha. For the orbital gap, the calculation gives 7.16 eV.

Structure (ORCA input):
```
! wB97M-V def2-TZVPD RIJCOSX def2/J DEFGRID3
* xyz 1 1
C 0.111 -2.174 0.419
C -0.642 1.137 -1.515
C 0.024 1.552 1.415
O 0.327 -0.761 0.407
P -0.686 0.444 0.213
S -3.313 -0.518 0.642
Cl -4.439 0.211 -0.910
H -0.881 -2.295 0.890
H 0.857 -2.590 1.003
H -0.158 -2.591 -0.587
H -1.472 0.830 -2.013
H 0.183 0.782 -2.023
H -0.653 2.288 -1.375
H 1.108 1.253 1.329
H -0.533 1.438 2.443
H -0.208 2.630 1.259
*
```

Entry 8:
This record from the OMol25 dataset describes a 2-piece molecular cluster, C3H9ClSSi overall in a non-equilibrium geometry. The level of theory is the ωB97M-V functional and the def2-TZVPD basis.

For the energy relative to the best compared isomer or geometry (same formula, charge and spin), the calculation gives 3.037 eV. The LUMO energy comes out at 0.31 eV. As for the HOMO energy: -0.29489 Ha. As for the SMILES: C[Si](C)=CCl.S. For the orbital gap, the calculation gives 8.34 eV.

Structure (ORCA input):
```
! wB97M-V def2-TZVPD RIJCOSX def2/J DEFGRID3
* xyz 0 1
C -1.957 0.888 -1.424
C -1.522 0.174 1.552
C 0.655 -0.764 -0.803
Si -0.871 -0.065 -0.199
S 4.434 -0.244 0.194
Cl 1.597 -1.976 0.111
H -2.979 0.510 -1.629
H -2.157 1.954 -1.327
H -1.456 0.836 -2.466
H -1.960 1.234 1.715
H -2.415 -0.411 1.755
H -0.822 -0.100 2.392
H 3.598 -1.325 0.602
H 0.951 -0.585 -1.811
H 4.904 -0.126 1.336
*
```

Entry 9:
This record from the OMol25 dataset describes a 3-piece molecular cluster, C3H9F2N2O overall in a non-equilibrium geometry. The level of theory is the ωB97M-V functional and the def2-TZVPD basis.

For the energy relative to the best compared isomer or geometry (same formula, charge and spin), the calculation gives 3.699 eV. The LUMO energy comes out at -5.21 eV. As for the HOMO energy: -0.52734 Ha. For the orbital gap, the calculation gives 9.14 eV.

Structure (ORCA input):
```
! wB97M-V def2-TZVPD RIJCOSX def2/J DEFGRID3
* xyz 1 1
C 0.607 -0.522 2.379
C -0.594 0.199 0.495
C 2.303 0.125 -0.194
N 0.466 -0.051 1.047
N -0.043 1.267 -2.883
O -1.734 0.106 0.979
F 2.495 1.416 -0.272
F 2.973 -0.476 0.668
H 1.619 -0.308 2.746
H -0.186 -0.051 3.112
H 0.379 -1.613 2.359
H -0.487 0.605 -0.580
H 2.112 -0.318 -1.140
H -0.289 0.326 -3.040
H -0.944 1.645 -3.109
H 0.476 1.667 -3.652
H -1.725 -0.492 1.829
*
```

Entry 10:
This record from the OMol25 dataset describes C3H9F4KN2O12PS4 as an isolated structure in a non-equilibrium geometry. The level of theory is the ωB97M-V functional and the def2-TZVPD basis.

For the energy relative to the best compared isomer or geometry (same formula, charge and spin), the calculation gives 3.006 eV. The LUMO energy comes out at 1.52 eV. As for the HOMO energy: -0.26963 Ha. For the orbital gap, the calculation gives 8.85 eV.

Structure (ORCA input):
```
! wB97M-V def2-TZVPD RIJCOSX def2/J DEFGRID3
* xyz -1 1
K 0.926 0.243 1.348
N 0.508 2.345 -0.419
S 0.655 2.780 -1.814
O 0.911 4.211 -1.929
O -0.100 2.026 -2.826
F 2.151 2.178 -1.922
S -0.975 3.056 -0.091
O -2.056 3.195 -1.071
O -0.881 4.076 0.923
F -1.590 1.800 0.807
N 2.392 1.952 2.977
S 4.005 2.043 3.490
O 4.482 1.855 4.850
O 4.828 2.907 2.656
F 4.375 0.559 3.005
S 1.758 2.454 4.261
O 2.331 3.715 4.861
O 1.222 1.398 5.106
F 0.408 3.127 3.678
C -1.070 -3.709 0.375
O -1.723 -2.902 -0.632
P -0.771 -2.073 -1.675
O 0.160 -1.072 -1.044
O -0.111 -3.302 -2.474
C -1.001 -4.247 -3.132
O -1.759 -1.364 -2.718
C -2.874 -0.607 -2.277
H -0.047 -3.457 0.658
H -1.063 -4.782 0.187
H -1.652 -3.577 1.287
H -0.684 -5.290 -3.113
H -1.171 -4.057 -4.191
H -1.973 -4.272 -2.639
H -2.783 0.346 -2.798
H -2.959 -0.565 -1.191
H -3.868 -0.989 -2.514
*
```

Entry 11:
This record from the OMol25 dataset describes a 2-piece molecular cluster, C3H9FN2 overall in a non-equilibrium geometry. The level of theory is the ωB97M-V functional and the def2-TZVPD basis.

For the energy relative to the best compared isomer or geometry (same formula, charge and spin), the calculation gives 4.172 eV. The LUMO energy (alpha / beta) comes out at 0.76 / 0.76 eV. As for the HOMO energy (alpha / beta): -0.29429 / -0.29418 Ha. For the orbital gap (alpha / beta), the calculation gives 8.77 / 8.77 eV.

Structure (ORCA input):
```
! wB97M-V def2-TZVPD RIJCOSX def2/J DEFGRID3
* xyz 0 1
C -2.754 -0.126 -0.109
C -1.212 0.181 -0.231
C 1.722 0.605 0.580
N 2.887 -1.265 -0.234
N 2.363 -0.099 -0.316
F 1.668 1.936 0.416
H -3.411 0.893 -0.238
H -2.888 -0.776 0.874
H -3.123 -0.682 -1.019
H -0.857 0.447 0.711
H -0.883 -0.775 -0.527
H 2.024 0.247 1.544
H -0.862 0.916 -0.904
H 2.962 -1.793 0.680
H 2.365 0.291 -1.226
*
```

Entry 12:
This record from the OMol25 dataset describes a 2-piece molecular cluster, C3H9FP overall in a non-equilibrium geometry. The level of theory is the ωB97M-V functional and the def2-TZVPD basis.

For the energy relative to the best compared isomer or geometry (same formula, charge and spin), the calculation gives 4.341 eV. The LUMO energy (alpha / beta) comes out at -7.33 / -5.92 eV. As for the HOMO energy (alpha / beta): -0.53705 / -0.54387 Ha. For the orbital gap (alpha / beta), the calculation gives 7.28 / 8.88 eV.

Structure (ORCA input):
```
! wB97M-V def2-TZVPD RIJCOSX def2/J DEFGRID3
* xyz 1 1
C 2.739 0.426 -0.298
C -1.150 -1.442 -0.832
C -1.323 0.778 1.335
F -0.466 1.119 -1.131
P -0.225 0.003 -0.007
H 3.215 -0.486 -0.575
H 2.898 0.521 0.751
H 3.077 1.262 -0.837
H -1.590 -0.930 -1.753
H -1.888 -1.743 0.002
H -0.660 -2.405 -1.185
H -2.211 0.840 0.748
H -0.962 1.807 1.511
H -1.455 0.250 2.269
*
```

Question: The lowest energy relative to the best compared isomer or geometry (same formula, charge and spin) belongs to which entry?
Answer: C3H9BrClN2

Question: The highest energy relative to the best compared isomer or geometry (same formula, charge and spin) belongs to which entry?
Answer: C3H9FP